Here is 2 unconnected molecules or ions with the total composition C7H14N2 from the OMol25 dataset. Energies are from ωB97M-V with the def2-TZVPD basis set.

HOMO-LUMO gap: 9.55 eV
LUMO energy: 0.857 eV
Energy above the lowest of the compared OMol25 structures with the same formula, charge and spin: 14.7 kcal/mol

Each line ends with the natural charge from an NBO analysis.
Atoms and positions in Å:
C: 1.5909 -0.0119 -1.6074  -0.41
C: 2.7169 -0.0236 -2.6502  -0.62
C: 1.0174 -1.3971 -1.3649  -0.61
H: 1.9880 0.4252 -0.6824  0.19
H: 0.7704 0.6767 -1.7503  0.20
H: 3.5931 0.5024 -2.2468  0.21
H: 2.3729 0.3366 -3.6085  0.21
H: 0.0900 -1.3794 -0.7975  0.24
H: 0.7926 -1.9345 -2.2913  0.19
H: 3.1883 -0.9945 -2.7797  0.20
H: 1.7827 -2.0145 -0.8718  0.19
C: -2.3156 1.7557 0.4747  -0.64
C: -0.6788 -1.0225 1.9909  0.18
C: -1.8184 0.6721 1.3551  0.10
C: -1.9804 0.5767 2.7017  -0.13
N: -0.8978 -0.2713 0.9226  -0.47
N: -1.2787 -0.5570 3.0940  -0.53
H: -0.2307 -2.0037 1.9953  0.20
H: -1.0161 -0.6483 4.0533  0.42
H: -2.4734 1.2499 3.3843  0.21
H: -1.4600 2.4170 0.2769  0.22
H: -3.1249 2.3618 0.8624  0.22
H: -2.6285 1.2845 -0.4604  0.23